Version a
Molecular formula: C7H6NO5P
Method: DFT, ωB97M-V/def2-TZVPD

Geometry as XYZ:
```
20
Properties=species:S:1:pos:R:3:nbo_charge:R:1
O 1.85905 2.28727 -1.46467 -0.59
N 1.67131 1.37640 -0.65309 0.50
O 1.64035 1.49722 0.54386 -0.48
C 1.41820 0.07099 -1.07238 -0.80
P 2.14820 -1.15278 -0.08217 2.29
O 2.23128 -2.54205 -0.70492 -1.18
O 3.20580 -0.49894 0.72492 -1.14
O 0.70993 -1.53532 1.04915 -0.74
C -0.19583 -0.77672 0.89872 0.41
C -0.73241 -0.92177 -0.54914 -0.21
C -1.67610 -0.01256 -0.91966 -0.29
C -2.49997 0.70910 -0.07746 -0.32
C -2.02832 0.75664 1.24038 -0.20
C -0.87122 -0.10473 1.80100 -0.37
H 1.57335 -0.06157 -2.13703 0.19
H -0.22075 -1.54364 -1.20378 0.22
H -1.70143 0.18140 -1.97049 0.17
H -3.32711 1.36656 -0.26445 0.19
H -2.60684 1.23375 2.00205 0.16
H -0.59748 -0.32927 2.83916 0.20
```

Results
**SMILES**: O=[N+]([O-])C=P([O-])([O-])Oc1ccccc1
**Net charge**: -2
**Orbital gap**: 5.794 eV
**HOMO**: 0.45 eV

Version b
Molecular formula: C7H6NO5P
Method: DFT, ωB97M-V/def2-TZVPD

Geometry as XYZ:
```
20
Properties=species:S:1:pos:R:3:nbo_charge:R:1
O 1.64128 0.72152 2.52313 -0.63
N 1.40950 1.45808 1.53166 0.45
O 2.40204 1.78268 0.82778 -0.60
C 0.15000 1.79461 1.27538 -0.70
P -0.86927 2.54356 -0.00647 2.33
O -2.29296 2.48667 0.39588 -1.19
O -0.40171 3.71784 -0.74937 -1.17
O -0.56670 1.24194 -1.21068 -0.76
C -0.46256 0.00727 -0.88638 0.37
C -1.20043 -0.71837 0.01218 -0.29
C -0.92824 -2.04296 0.21792 -0.20
C 0.13726 -2.69428 -0.46096 -0.30
C 0.96742 -1.95390 -1.29958 -0.22
C 0.65758 -0.60272 -1.41542 -0.26
H -0.45800 1.37115 2.01374 0.20
H -2.00243 -0.34457 0.57577 0.23
H -1.55122 -2.70337 0.79025 0.18
H 0.46807 -3.70495 -0.11392 0.18
H 1.80734 -2.35973 -1.87356 0.19
H 1.09301 -0.00048 -2.14735 0.20
```

Results
**SMILES**: O=[N+]([O-])C=P([O-])([O-])Oc1ccccc1
**Net charge**: -2
**Orbital gap**: 6.174 eV
**HOMO**: -0.22 eV

Last place for stability: version a

Version a
Molecular formula: C36H29BI2N2OP2STl
Method: DFT, ωB97M-V/def2-TZVPD

Geometry as XYZ:
```
75
Properties=species:S:1:pos:R:3:mulliken_spin:R:1
Tl -0.02461 1.42642 3.57769 0.00
I -1.24441 -3.24430 1.34713 0.00
C -1.80271 -2.65693 3.22602 0.00
C -2.53379 -3.52938 3.98712 0.00
C -2.88966 -3.19615 5.28707 0.00
I -3.64332 -4.79795 6.38584 0.00
C -2.57917 -1.93610 5.79962 0.00
C -2.97343 -1.49090 7.10103 0.00
C -2.59808 -0.24413 7.48133 0.00
C -1.91265 0.59544 6.57612 0.00
N -1.51265 0.24280 5.39139 0.00
C -1.82225 -1.03813 4.99934 0.00
C -1.37643 -1.40647 3.68105 0.00
O -0.65501 -0.59760 2.97297 0.00
H -2.81055 -4.45633 3.53831 0.00
H -3.63036 -2.08254 7.70565 0.00
H -2.85939 0.16801 8.47922 0.00
H -1.67566 1.59700 6.88929 0.00
B 1.51147 5.77086 0.52041 0.00
C 0.10520 5.55064 1.14808 0.17
N -0.91671 5.41650 1.65077 -0.05
H 2.34785 5.28926 1.29459 0.00
H 1.60997 6.91996 0.25055 0.02
H 1.35610 5.17457 -0.52556 0.02
S -3.39007 6.23512 2.39327 0.30
C -2.15163 5.37616 1.97270 0.53
C 1.25170 -0.01176 -2.35173 0.00
P 0.38807 -0.49973 -0.79825 0.00
C -0.80529 0.86671 -0.46713 0.00
C -1.80493 0.63102 0.49540 0.00
C -2.79567 1.61742 0.78168 0.00
C -2.84416 2.78051 0.02312 0.00
C -1.79915 3.04513 -0.84457 0.00
C -0.80977 2.10233 -1.14809 0.00
C 1.66581 0.01949 0.40654 0.00
C 2.16178 -0.90221 1.28455 0.00
C 3.04979 -0.54465 2.31266 0.00
C 3.35905 0.79246 2.45009 0.00
C 2.91689 1.73210 1.49880 0.00
C 2.15280 1.31668 0.42558 0.00
P 0.08309 -0.44380 -3.77562 0.00
C 1.12669 -0.27562 -5.21298 0.00
C 0.73781 -0.84848 -6.41182 0.00
C 1.55550 -0.91274 -7.53214 0.00
C 2.81750 -0.34352 -7.44981 0.00
C 3.21486 0.26745 -6.30478 0.00
C 2.43751 0.26012 -5.15010 0.00
C 0.13531 -2.30920 -3.50577 0.00
C -1.01499 -2.87705 -3.01433 0.00
C -1.00348 -4.24404 -2.77252 0.00
C 0.10671 -5.03789 -2.91353 0.00
C 1.25414 -4.43220 -3.38640 0.00
C 1.28869 -3.09327 -3.72884 0.00
H 2.24186 -0.46374 -2.42632 0.00
H 1.50433 1.06599 -2.35572 0.00
H -1.73969 -0.29002 0.99907 0.00
H -3.56881 1.42975 1.51672 0.00
H -3.60878 3.50749 0.19681 0.00
H -1.74115 4.04831 -1.33241 0.00
H -0.05694 2.42445 -1.86525 0.00
H 1.74266 -1.93383 1.24117 0.00
H 3.34571 -1.18231 3.09311 0.00
H 3.96972 1.06889 3.31854 0.00
H 3.28513 2.76482 1.53827 0.00
H 1.80809 2.04359 -0.28627 0.00
H -0.24470 -1.21905 -6.51414 0.00
H 1.22641 -1.41963 -8.44593 0.00
H 3.42339 -0.43977 -8.36205 0.00
H 4.22989 0.72829 -6.38745 0.00
H 2.82867 0.75379 -4.27065 0.00
H -1.86003 -2.25101 -2.79983 0.00
H -1.92852 -4.60154 -2.33970 0.00
H 0.05032 -6.07759 -2.77832 0.00
H 2.15652 -5.01413 -3.60359 0.00
H 2.18161 -2.68386 -4.17706 0.00
```

Results
**Multiplicity**: 2
**<S²>**: 0.7598
**Orbital gap (spin up / spin down)**: 5.520 / 5.752 eV
**HOMO (spin up / spin down)**: -7.50 / -7.50 eV

Version b
Molecular formula: C36H29BI2N2OP2STl
Method: DFT, ωB97M-V/def2-TZVPD

Geometry as XYZ:
```
75
Properties=species:S:1:pos:R:3:mulliken_spin:R:1
Tl 0.73264 1.91291 -2.79394 0.00
I 3.91594 -2.17401 -1.15968 0.04
C 2.19043 -2.27524 -2.22015 0.17
C 2.05361 -3.29417 -3.13266 -0.07
C 0.99582 -3.34244 -3.98339 0.24
I 0.99405 -4.87916 -5.29962 0.05
C 0.06794 -2.22113 -4.13483 0.02
C -0.96701 -2.22253 -5.07871 0.06
C -1.93370 -1.29903 -5.03199 -0.02
C -1.83051 -0.34921 -3.96636 0.03
N -0.88617 -0.34846 -3.07872 -0.02
C 0.13353 -1.26973 -3.09970 0.06
C 1.27686 -1.17114 -2.16720 0.11
O 1.50943 -0.20598 -1.35825 0.26
H 2.91580 -4.02462 -3.28626 0.01
H -1.06108 -2.98834 -5.85239 0.01
H -2.63621 -1.21946 -5.84483 0.00
H -2.74031 0.35076 -3.77298 0.00
B 3.54662 -0.94263 -6.01128 0.00
C 2.36892 -0.13155 -5.31797 0.00
N 1.57243 0.44154 -4.67843 0.00
H 4.60427 -0.43368 -5.61857 0.00
H 3.38457 -0.75629 -7.19574 0.00
H 3.66002 -2.14245 -5.85184 0.00
S 1.97853 5.62366 0.30891 0.00
C 2.33855 5.36810 -1.17677 0.00
C -1.09238 0.24198 1.25873 0.00
P -0.49371 1.82816 0.61802 0.00
C 0.56675 2.42031 1.96228 0.00
C 1.87339 2.29486 1.65477 0.00
C 2.80633 2.89073 2.50498 0.00
C 2.34486 3.47038 3.67034 0.00
C 0.95781 3.64285 3.93914 0.00
C 0.03241 3.11526 3.07492 0.00
C -1.95265 2.91074 0.78932 0.00
C -2.86393 2.80472 1.81317 0.00
C -3.93269 3.75125 1.95624 0.00
C -4.04103 4.76828 1.00442 0.00
C -3.16466 4.81574 -0.02329 0.00
C -2.12633 3.93094 -0.16887 0.00
P 0.48303 -0.83469 1.48335 0.00
C 0.27392 -1.19382 3.31595 0.01
C -0.69334 -2.13508 3.81007 0.00
C -1.09637 -2.02875 5.12392 0.00
C -0.47414 -1.11115 5.97821 0.00
C 0.48352 -0.24345 5.51578 0.00
C 0.89953 -0.24655 4.19027 0.00
C 0.02170 -2.38714 0.65479 0.02
C 0.58698 -3.66169 0.98415 0.00
C 0.36235 -4.88262 0.32377 0.01
C -0.60688 -4.87779 -0.68721 -0.01
C -1.23934 -3.66890 -1.08660 0.01
C -0.94916 -2.44720 -0.39834 -0.01
H -1.61524 -0.27320 0.50151 0.00
H -1.79054 0.27618 2.10870 0.00
H 2.28268 1.78004 0.79597 0.00
H 3.86735 2.82535 2.50015 0.00
H 2.99458 3.90926 4.43797 0.00
H 0.62313 4.14695 4.90104 0.00
H -0.99801 3.19712 3.38419 0.00
H -2.72480 2.00067 2.52855 0.00
H -4.64782 3.77139 2.76719 0.00
H -4.79922 5.53534 1.12362 0.00
H -3.34800 5.58252 -0.76488 0.00
H -1.40442 3.99936 -0.94838 0.00
H -1.33074 -2.67131 3.13481 0.00
H -1.91329 -2.69876 5.48427 0.00
H -0.72433 -1.08334 7.03496 0.00
H 0.80470 0.46527 6.28485 0.00
H 1.53966 0.50635 3.77543 0.00
H 1.38078 -3.55902 1.71868 0.00
H 0.92144 -5.78228 0.64839 0.00
H -0.90542 -5.76738 -1.18244 0.00
H -1.95968 -3.78882 -1.88554 0.00
H -1.40375 -1.54475 -0.80796 -0.01
```

Results
**Multiplicity**: 2
**<S²>**: 0.7865
**Orbital gap (spin up / spin down)**: 7.458 / 5.572 eV
**HOMO (spin up / spin down)**: -8.05 / -8.21 eV

Last place for stability: version b